Entry 1:
The following is a DFT calculation (ωB97M-V/def2-TZVPD) of one molecule with the formula C26H40N4O2.

```
! RIJCOSX wB97M-V def2-TZVPD def2/J DEFGRID3
* xyz 0 1
C 1.517 -3.999 -3.014
H 1.072 -4.868 -3.491
H 0.914 -3.730 -2.150
H 2.519 -4.267 -2.683
C 1.585 -2.812 -3.972
N 0.255 -2.350 -4.323
C 0.080 -0.919 -4.421
H 0.785 -0.446 -3.733
C -1.332 -0.486 -4.010
H -2.073 -0.929 -4.675
H -1.401 0.600 -4.112
C -1.656 -0.910 -2.575
N -0.755 -0.321 -1.611
C 0.002 -1.150 -0.821
O -0.191 -2.353 -0.768
N 0.954 -0.527 -0.068
H 1.272 0.393 -0.320
C 1.840 -1.303 0.775
C 2.113 -0.565 2.088
C 3.038 0.637 1.899
C 4.340 0.215 1.226
C 4.044 -0.431 -0.124
C 3.152 -1.655 0.061
H 2.915 -2.107 -0.903
H 3.682 -2.400 0.659
H 3.551 0.298 -0.771
H 4.976 -0.727 -0.610
H 4.986 1.085 1.090
H 4.867 -0.501 1.862
H 2.553 1.397 1.285
H 3.253 1.084 2.873
H 1.162 -0.245 2.521
H 2.580 -1.267 2.783
H 1.296 -2.231 0.982
C -0.797 1.112 -1.406
C -1.030 1.463 0.042
C -2.087 1.002 0.746
C -2.265 1.304 2.128
C -3.349 0.831 2.876
C -3.456 1.150 4.206
C -2.499 1.944 4.849
C -1.411 2.427 4.133
C -1.302 2.105 2.768
N -0.248 2.559 2.019
C -0.022 2.288 0.694
O 0.990 2.712 0.150
H 0.466 3.116 2.471
C -0.344 3.278 4.762
H -0.542 3.449 5.813
H 0.630 2.792 4.679
H -0.288 4.249 4.269
C -2.679 2.249 6.307
H -2.753 3.323 6.473
H -3.589 1.784 6.679
H -1.841 1.869 6.889
H -4.296 0.781 4.776
H -4.091 0.214 2.394
H -2.820 0.368 0.267
H -1.619 1.505 -2.009
H 0.127 1.603 -1.739
H -1.533 -1.991 -2.486
H -2.694 -0.644 -2.337
H 0.293 -0.526 -5.430
C -0.387 -3.124 -5.364
C 0.120 -2.900 -6.797
H -0.101 -1.892 -7.140
H -0.369 -3.602 -7.468
H 1.194 -3.058 -6.860
H -0.259 -4.177 -5.107
H -1.459 -2.912 -5.334
H 2.180 -3.083 -4.860
H 2.110 -1.997 -3.468
*
```

Computed properties:
gap between HOMO and LUMO	8.034	eV
SMILES	CCN(CC)CCCN(Cc1cc2ccc(C)c(C)c2[nH]c1=O)C(=O)NC1CCCCC1
electronic energy	-1384.31539	Eh
HOMO level	-7.863	eV
energy above the lowest of the compared OMol25 structures with the same formula, charge and spin	18.6	kJ/mol



Entry 2:
The following is a DFT calculation (ωB97M-V/def2-TZVPD) of C26H40NO4P2SeV as an isolated structure.

```
! RIJCOSX wB97M-V def2-TZVPD def2/J DEFGRID3
* xyz 1 2
V -0.144 1.448 0.023
C -2.654 -0.070 -4.052
C -2.444 0.634 -2.712
C -3.724 0.630 -1.866
P -1.048 0.025 -1.696
C -0.831 -1.802 -1.711
C -2.132 -2.507 -1.320
C -0.252 -2.354 -3.012
C 0.492 0.748 -2.369
C 0.602 1.400 -3.608
C 1.794 1.955 -4.017
C 1.925 2.639 -5.343
C 2.901 1.886 -3.146
C 2.808 1.319 -1.904
C 1.593 0.740 -1.497
N 1.314 0.333 -0.174
C 2.060 -0.540 0.631
C 3.181 -1.242 0.217
C 3.854 -2.026 1.144
C 3.431 -2.127 2.468
C 4.186 -2.953 3.469
C 2.278 -1.441 2.848
C 1.587 -0.654 1.940
P 0.031 0.262 2.155
C 0.167 1.285 3.679
C 0.005 0.487 4.976
C -0.773 2.491 3.671
C -1.298 -1.016 2.209
C -1.041 -2.208 3.130
C -2.673 -0.392 2.458
H -3.407 0.477 -4.621
H -1.751 -0.123 -4.659
H -3.029 -1.085 -3.912
H -2.161 1.679 -2.873
H -4.054 -0.386 -1.645
H -3.587 1.170 -0.929
H -4.521 1.121 -2.425
H -0.093 -1.955 -0.914
H -2.865 -2.446 -2.125
H -1.935 -3.563 -1.134
H -2.585 -2.084 -0.421
H -0.956 -2.261 -3.838
H 0.675 -1.851 -3.288
H -0.031 -3.415 -2.883
H -0.257 1.462 -4.263
H 1.013 2.545 -5.929
H 2.133 3.700 -5.202
H 2.751 2.216 -5.916
H 3.840 2.328 -3.457
H 3.648 1.329 -1.222
H 3.529 -1.176 -0.805
H 4.735 -2.570 0.826
H 4.937 -3.573 2.982
H 4.696 -2.314 4.191
H 3.514 -3.606 4.026
H 1.926 -1.541 3.867
H 1.198 1.649 3.611
H -1.033 0.188 5.120
H 0.633 -0.401 5.026
H 0.279 1.132 5.812
H -1.816 2.195 3.558
H -0.671 3.011 4.624
H -0.532 3.198 2.880
H -1.265 -1.383 1.177
H -1.080 -1.927 4.180
H -1.824 -2.950 2.962
H -0.085 -2.689 2.927
H -2.766 -0.057 3.492
H -2.874 0.454 1.803
H -3.442 -1.150 2.294
O -1.848 4.992 0.869
Se -1.318 3.718 0.082
O -1.349 3.550 -1.524
O -1.869 2.212 0.651
O 0.302 3.231 0.433
*
```

Computed properties:
gap between HOMO and LUMO (spin up / spin down)	7.055 / 7.770	eV
⟨S²⟩	0.8137
electronic energy	-5398.34477	Eh
HOMO level (spin up / spin down)	-11.381 / -11.317	eV
energy above the lowest of the compared OMol25 structures with the same formula, charge and spin	10.8	kJ/mol



Entry 3:
The following is a DFT calculation (ωB97M-V/def2-TZVPD) of C26H41As3BN6Tc as an isolated structure.

```
! RIJCOSX wB97M-V def2-TZVPD def2/J DEFGRID3
* xyz 3 2
Tc -0.346 0.442 -0.088
N -2.972 -1.372 -3.099
C -2.025 -0.646 -2.544
N -1.729 -0.673 -1.260
C -2.395 -1.620 -0.441
N -1.992 -1.831 0.774
N -0.935 -1.033 1.116
C -0.458 -1.096 2.315
C 0.602 -0.144 2.601
C 1.305 -0.132 3.796
C 2.285 0.828 3.996
C 2.530 1.753 2.989
C 1.804 1.676 1.815
N 0.856 0.752 1.601
C -3.519 -2.350 -0.982
C -4.333 -3.174 -0.197
C -5.395 -3.834 -0.776
C -5.658 -3.690 -2.140
C -4.866 -2.881 -2.931
C -3.803 -2.212 -2.345
H -3.133 -1.310 -4.095
H -1.452 0.009 -3.187
H -0.855 -1.791 3.046
H 1.078 -0.872 4.552
H 2.843 0.861 4.921
H 3.270 2.530 3.117
H 1.965 2.384 1.012
H -4.114 -3.272 0.856
H -6.029 -4.468 -0.172
H -6.491 -4.219 -2.584
H -5.072 -2.769 -3.989
C 2.322 -2.952 -1.421
As 2.640 -1.178 -0.741
C 2.337 -1.305 1.151
C 4.139 -0.067 -1.240
C 3.548 0.871 -2.316
C 4.167 2.272 -2.170
C 1.233 1.885 -2.892
As -0.049 2.488 -1.544
C 0.657 4.222 -1.018
C -1.536 3.113 -2.631
C 3.376 -1.185 -4.198
As 3.475 2.049 -6.042
C 4.848 1.067 -7.007
C 1.905 1.089 -6.719
H 3.273 -3.437 -1.636
H 1.721 -2.906 -2.324
H 1.801 -3.503 -0.639
H 2.771 -2.233 1.520
H 1.256 -1.327 1.300
H 2.780 -0.460 1.673
H 5.011 -0.621 -1.584
H 4.407 0.478 -0.331
H 3.806 2.785 -1.272
H 3.972 2.905 -3.036
H 5.249 2.181 -2.089
H 0.637 1.368 -3.648
H 1.779 2.698 -3.364
H 0.728 4.851 -1.905
H 1.639 4.141 -0.556
H -0.025 4.689 -0.309
H -1.148 3.695 -3.466
H -2.167 3.758 -2.022
H -2.144 2.295 -3.010
H 2.288 -1.258 -4.086
H 3.832 -1.988 -3.610
H 5.724 0.930 -6.375
H 5.143 1.677 -7.862
H 4.486 0.105 -7.362
H 0.989 1.616 -6.457
H 1.873 0.064 -6.352
H 1.987 1.063 -7.806
B 4.004 0.219 -3.780
C 2.070 0.882 -2.171
N 1.428 0.018 -1.424
H 5.191 0.327 -3.887
H 3.565 1.124 -4.701
H 3.612 -1.434 -5.234
*
```

Computed properties:
gap between HOMO and LUMO (spin up / spin down)	6.732 / 6.798	eV
⟨S²⟩	0.7611
electronic energy	-8155.86805	Eh
HOMO level (spin up / spin down)	-16.135 / -16.161	eV
energy above the lowest of the compared OMol25 structures with the same formula, charge and spin	179.9	kJ/mol